1.
Molecular formula: C3H6N2O
Method: DFT, ωB97M-V/def2-TZVPD

molar mass	86.1	g mol⁻¹
energy relative to the best compared isomer or geometry (same formula, charge and spin)	360.6	kJ/mol
strongest force on any atom	4.18	eV/Å
SMILES	C=NC=O.C=N
net charge	0
E_tot	-302.555747	hartree

Bonds (Å) are listed after each position.
Geometry (Å):
1 C 0.120 -0.549 0.426  N2 1.248, H5 1.101, H6 1.157
2 N 0.276 -0.589 1.664  C1 1.248, C3 1.315
3 C 0.518 -1.553 2.525  N2 1.315, O4 1.202, H7 1.066
4 O 1.510 -2.226 2.447  C3 1.202
5 H 0.369 0.417 -0.040  C1 1.101
6 H -0.417 -1.328 -0.239  C1 1.157
7 H -0.095 -1.618 3.394  C3 1.066
8 C -0.234 1.197 -2.235  N9 1.226, H10 1.166, H11 1.117
9 N -0.396 1.961 -1.291  C8 1.226, H12 1.048
10 H -0.664 1.387 -3.302  C8 1.166
11 H 0.090 0.145 -2.044  C8 1.117
12 H -1.077 2.757 -1.305  N9 1.048

The net atomic charges from Mulliken, expressed in e, are:
1 C -0.15
2 N -0.30
3 C 0.11
4 O -0.52
5 H 0.27
6 H 0.18
7 H 0.36
8 C -0.09
9 N -0.44
10 H 0.23
11 H 0.10
12 H 0.24

***

2.
Molecular formula: CH8O4
Method: DFT, ωB97M-V/def2-TZVPD

molar mass	84.1	g mol⁻¹
energy relative to the best compared isomer or geometry (same formula, charge and spin)	48.3	kJ/mol
strongest force on any atom	1.11	eV/Å
multiplicity	2
net charge	+1
E_tot	-343.416986	hartree

Bonds (Å) are listed after each position.
Geometry (Å):
1 O 0.911 -0.894 -1.441  C2 1.191
2 C 0.998 -2.039 -1.756  O1 1.191, H3 1.121, H4 1.111
3 H 0.067 -2.483 -2.194  C2 1.121
4 H 1.867 -2.663 -1.454  C2 1.111
5 H -3.019 1.854 0.775  O7 0.962
6 H -1.875 1.688 -0.246  O7 0.973
7 O -2.182 1.400 0.632  H5 0.962, H6 0.973
8 H -0.222 1.037 -1.965  O10 0.960
9 H -0.848 2.219 -2.696  O10 0.968
10 O -1.042 1.528 -2.048  H8 0.960, H9 0.968
11 H 1.593 -1.094 4.679  O13 0.963
12 H 1.594 0.044 3.638  O13 0.959
13 O 2.157 -0.598 4.076  H11 0.963, H12 0.959

The net atomic charges from Mulliken, expressed in e, are:
1 O 0.08
2 C 0.12
3 H 0.35
4 H 0.36
5 H 0.33
6 H 0.36
7 O -0.65
8 H 0.31
9 H 0.36
10 O -0.61
11 H 0.33
12 H 0.32
13 O -0.65

***

3.
Molecular formula: C16H23NO4
Method: DFT, ωB97M-V/def2-TZVPD

molar mass	293.4	g mol⁻¹
energy relative to the best compared isomer or geometry (same formula, charge and spin)	596.4	kJ/mol
strongest force on any atom	2.81	eV/Å
net charge	0
E_tot	-979.024696	hartree

Bonds (Å) are listed after each position.
Geometry (Å):
1 C -3.349 2.312 4.488  C2 1.360, H18 1.117, H19 1.121
2 C -2.430 1.992 3.537  C1 1.360, C3 1.563, H20 1.122
3 C -1.522 0.722 3.599  C2 1.563, O4 1.211, O5 1.364
4 O -2.049 -0.364 3.691  C3 1.211
5 O -0.185 0.967 3.494  C3 1.364, C6 1.449
6 C 0.634 -0.160 3.896  O5 1.449, C7 1.590, H21 1.126, H22 1.115
7 C 1.120 -0.921 2.587  C6 1.590, C8 1.578, H23 1.125, H24 1.118
8 C 0.523 -2.374 2.436  C7 1.578, C9 1.584, H25 1.125, H26 1.125
9 C -0.661 -2.466 1.388  C8 1.584, C10 1.573, H27 1.125, H28 1.118
10 C -0.167 -2.673 -0.091  C9 1.573, C11 1.601, H29 1.129, H30 1.116
11 C -1.028 -1.853 -1.162  C10 1.601, N12 1.500, H31 1.116, H32 1.114
12 N -0.410 -0.487 -1.224  C11 1.500, C13 1.368, C17 1.366
13 C 0.595 -0.287 -2.130  N12 1.368, C14 1.456, H33 1.114
14 C 1.249 1.013 -2.186  C13 1.456, C15 1.453, H34 1.136
15 C 0.809 2.037 -1.254  C14 1.453, C16 1.460, H35 1.111
16 C -0.279 1.770 -0.316  C15 1.460, C17 1.450, H36 1.108
17 C -0.868 0.445 -0.336  N12 1.366, C16 1.450, H37 1.110
18 H -3.494 3.378 4.787  C1 1.117
19 H -4.024 1.550 4.957  C1 1.121
20 H -2.302 2.634 2.627  C2 1.122
21 H 1.539 0.285 4.397  C6 1.126
22 H 0.165 -0.834 4.650  C6 1.115
23 H 2.235 -1.021 2.698  C7 1.125
24 H 0.916 -0.235 1.729  C7 1.118
25 H 0.126 -2.715 3.432  C8 1.125
26 H 1.360 -3.050 2.106  C8 1.125
27 H -1.326 -3.336 1.647  C9 1.125
28 H -1.283 -1.548 1.537  C9 1.118
29 H 0.868 -2.224 -0.146  C10 1.129
30 H -0.090 -3.738 -0.413  C10 1.116
31 H -2.091 -1.741 -0.842  C11 1.116
32 H -1.027 -2.331 -2.169  C11 1.114
33 H 0.904 -1.120 -2.802  C13 1.114
34 H 2.063 1.130 -2.970  C14 1.136
35 H 1.283 3.041 -1.246  C15 1.111
36 H -0.667 2.486 0.435  C16 1.108
37 H -1.680 0.202 0.380  C17 1.110
38 C 1.744 1.549 -6.982  C39 1.531, H42 1.092, H43 1.092, H44 1.092
39 C 2.531 1.102 -5.746  C38 1.531, O40 1.263, O41 1.247
40 O 2.493 1.888 -4.757  C39 1.263
41 O 3.120 0.008 -5.856  C39 1.247
42 H 1.255 2.511 -6.815  C38 1.092
43 H 2.419 1.647 -7.834  C38 1.092
44 H 0.979 0.808 -7.221  C38 1.092

The net atomic charges from Mulliken, expressed in e, are:
1 C -0.61
2 C -0.27
3 C 0.78
4 O -0.54
5 O -0.35
6 C -0.53
7 C -0.20
8 C -0.87
9 C -0.22
10 C -0.52
11 C -1.03
12 N 0.20
13 C 0.06
14 C -0.54
15 C -0.34
16 C -0.47
17 C -0.01
18 H 0.26
19 H 0.26
20 H 0.17
21 H 0.34
22 H 0.32
23 H 0.42
24 H 0.03
25 H 0.40
26 H 0.36
27 H 0.42
28 H -0.05
29 H 0.35
30 H 0.43
31 H 0.43
32 H 0.39
33 H 0.43
34 H 0.32
35 H 0.42
36 H 0.30
37 H 0.40
38 C -0.86
39 C 0.65
40 O -0.79
41 O -0.71
42 H 0.27
43 H 0.24
44 H 0.25

***

4.
Molecular formula: C2H4O2
Method: DFT, ωB97M-V/def2-TZVPD

molar mass	60.1	g mol⁻¹
energy relative to the best compared isomer or geometry (same formula, charge and spin)	266.2	kJ/mol
strongest force on any atom	5.02	eV/Å
SMILES	C=O.C=O
net charge	0
E_tot	-229.005182	hartree

Bonds (Å) are listed after each position.
Geometry (Å):
1 C -1.536 -0.228 -1.477  O2 1.201, H3 1.102, H4 1.104
2 O -1.051 0.770 -1.020  C1 1.201
3 H -1.070 -1.054 -2.038  C1 1.102
4 H -2.633 -0.293 -1.580  C1 1.104
5 C 1.551 0.259 1.548  O6 1.278, H7 1.121, H8 1.139
6 O 1.631 -1.007 1.394  C5 1.278
7 H 0.814 0.811 0.910  C5 1.121
8 H 2.294 0.742 2.264  C5 1.139

The net atomic charges from Mulliken, expressed in e, are:
1 C -0.03
2 O -0.39
3 H 0.21
4 H 0.21
5 C 0.00
6 O -0.43
7 H 0.19
8 H 0.24

***

5.
Molecular formula: C24H67BIN2O15P
Method: DFT, ωB97M-V/def2-TZVPD

molar mass	792.5	g mol⁻¹
strongest force on any atom	3.61	eV/Å
SMILES	CCOP(=O)(CC[C@@H](CNI)O[C@H](CCCCNC(C)=O)CB(O)O)OCC.CO.CO.CO.CO.CO.CO.CO.CO
net charge	0
E_tot	-2856.525004	hartree

Bonds (Å) are listed after each position.
Geometry (Å):
1 C 3.464 2.307 4.219  C2 1.616, H29 1.139, H30 1.141, H31 1.143
2 C 3.308 1.841 2.680  C1 1.616, O3 1.451, H32 1.132, H33 1.142
3 O 3.950 0.556 2.471  C2 1.451, P4 1.692
4 P 3.905 0.068 0.851  O3 1.692, O5 1.539, C6 1.883, O26 1.702
5 O 3.376 1.229 -0.009  P4 1.539
6 C 2.777 -1.404 0.528  P4 1.883, C7 1.595, H34 1.148, H35 1.132
7 C 1.758 -1.696 1.720  C6 1.595, C8 1.620, H36 1.145, H37 1.143
8 C 0.208 -1.698 1.251  C7 1.620, C9 1.593, O12 1.431, H38 1.133
9 C -0.249 -3.223 1.227  C8 1.593, N10 1.500, H39 1.146, H40 1.151
10 N 0.745 -4.118 0.548  C9 1.500, I11 2.069, H41 1.029
11 I 0.552 -4.034 -1.510  N10 2.069
12 O -0.478 -0.866 2.193  C8 1.431, C13 1.441
13 C -1.903 -0.828 1.984  O12 1.441, C14 1.592, C22 1.620, H42 1.150
14 C -2.369 -0.346 0.540  C13 1.592, C15 1.590, H43 1.150, H44 1.146
15 C -1.500 0.817 -0.108  C14 1.590, C16 1.595, H45 1.149, H46 1.134
16 C -1.093 1.998 0.884  C15 1.595, C17 1.604, H47 1.155, H48 1.131
17 C -0.061 2.940 0.096  C16 1.604, N18 1.490, H49 1.148, H50 1.136
18 N -0.396 4.390 0.159  C17 1.490, C19 1.463, H51 1.037
19 C -0.041 5.005 1.439  N18 1.463, C20 1.585, O21 1.252
20 C 1.054 4.473 2.454  C19 1.585, H52 1.148, H53 1.144, H54 1.132
21 O -0.628 6.070 1.737  C19 1.252
22 C -2.488 0.101 3.177  C13 1.620, B23 1.635, H55 1.147, H56 1.132
23 B -1.381 0.332 4.358  C22 1.635, O24 1.459, O25 1.442
24 O -1.277 -0.552 5.514  B23 1.459, H57 0.977
25 O -0.462 1.444 4.368  B23 1.442, H58 0.982
26 O 5.495 -0.370 0.432  P4 1.702, C27 1.450
27 C 6.325 0.802 0.228  O26 1.450, C28 1.601, H59 1.146, H60 1.131
28 C 6.811 1.500 1.585  C27 1.601, H61 1.133, H62 1.147, H63 1.143
29 H 4.518 2.135 4.614  C1 1.139
30 H 2.680 1.750 4.832  C1 1.141
31 H 3.260 3.425 4.341  C1 1.143
32 H 3.736 2.684 2.059  C2 1.132
33 H 2.186 1.698 2.524  C2 1.142
34 H 3.424 -2.338 0.366  C6 1.148
35 H 2.248 -1.195 -0.450  C6 1.132
36 H 1.994 -2.669 2.276  C7 1.145
37 H 1.863 -0.875 2.507  C7 1.143
38 H 0.218 -1.318 0.183  C8 1.133
39 H -0.522 -3.591 2.278  C9 1.146
40 H -1.223 -3.280 0.616  C9 1.151
41 H 0.588 -5.084 0.864  N10 1.029
42 H -2.403 -1.848 2.157  C13 1.150
43 H -2.315 -1.269 -0.145  C14 1.150
44 H -3.486 -0.093 0.590  C14 1.146
45 H -2.158 1.297 -0.918  C15 1.149
46 H -0.558 0.479 -0.641  C15 1.134
47 H -2.057 2.606 1.074  C16 1.155
48 H -0.658 1.656 1.870  C16 1.131
49 H -0.123 2.648 -1.012  C17 1.148
50 H 0.983 2.666 0.448  C17 1.136
51 H 0.177 4.899 -0.539  N18 1.037
52 H 2.011 4.317 1.840  C20 1.148
53 H 0.712 3.442 2.813  C20 1.144
54 H 1.245 5.181 3.316  C20 1.132
55 H -3.362 -0.430 3.696  C22 1.147
56 H -2.845 1.108 2.801  C22 1.132
57 H -0.825 -1.380 5.261  O24 0.977
58 H -0.148 1.560 5.291  O25 0.982
59 H 7.275 0.427 -0.290  C27 1.146
60 H 5.856 1.596 -0.427  C27 1.131
61 H 6.670 0.813 2.475  C28 1.133
62 H 6.186 2.442 1.776  C28 1.147
63 H 7.891 1.870 1.533  C28 1.143
64 C 4.650 -4.289 -3.855  O65 1.422, H66 1.090, H67 1.093, H68 1.093
65 O 3.348 -4.015 -4.356  C64 1.422, H69 0.965
66 H 5.329 -4.425 -4.696  C64 1.090
67 H 4.995 -3.450 -3.245  C64 1.093
68 H 4.631 -5.202 -3.255  C64 1.093
69 H 2.768 -3.900 -3.594  O65 0.965
70 C -4.417 3.557 -1.103  O71 1.421, H72 1.090, H73 1.092, H74 1.094
71 O -3.932 3.383 0.222  C70 1.421, H75 0.964
72 H -4.331 2.610 -1.636  C70 1.090
73 H -5.465 3.861 -1.073  C70 1.092
74 H -3.820 4.316 -1.615  C70 1.094
75 H -4.019 4.232 0.671  O71 0.964
76 C 3.175 -3.146 -8.244  O77 1.423, H78 1.090, H79 1.090, H80 1.094
77 O 3.371 -4.510 -7.891  C76 1.423, H81 0.966
78 H 3.012 -3.081 -9.319  C76 1.090
79 H 2.304 -2.752 -7.722  C76 1.090
80 H 4.063 -2.566 -7.977  C76 1.094
81 H 3.514 -4.539 -6.936  O77 0.966
82 C -3.021 -2.381 7.560  O83 1.422, H84 1.089, H85 1.093, H86 1.092
83 O -2.835 -3.747 7.911  C82 1.422, H87 0.964
84 H -3.195 -2.313 6.487  C82 1.089
85 H -3.888 -1.978 8.092  C82 1.093
86 H -2.126 -1.809 7.818  C82 1.092
87 H -2.684 -3.780 8.862  O83 0.964
88 C -7.659 5.779 0.933  O89 1.422, H90 1.090, H91 1.093, H92 1.093
89 O -7.481 4.446 0.469  C88 1.422, H93 0.964
90 H -6.776 6.362 0.672  C88 1.090
91 H -8.537 6.222 0.457  C88 1.093
92 H -7.784 5.779 2.018  C88 1.093
93 H -8.273 3.952 0.712  O89 0.964
94 C 0.985 0.603 -7.846  O95 1.421, H96 1.090, H97 1.093, H98 1.093
95 O 1.179 -0.759 -7.490  C94 1.421, H99 0.964
96 H 0.822 0.664 -8.922  C94 1.090
97 H 0.111 1.002 -7.325  C94 1.093
98 H 1.873 1.184 -7.582  C94 1.093
99 H 1.321 -0.786 -6.536  O95 0.964
100 C 2.038 -7.600 -5.204  O101 1.420, H102 1.090, H103 1.093, H104 1.093
101 O 1.555 -6.498 -4.450  C100 1.420, H105 0.965
102 H 1.825 -8.519 -4.659  C100 1.090
103 H 1.538 -7.633 -6.175  C100 1.093
104 H 3.118 -7.507 -5.345  C100 1.093
105 H 1.756 -5.699 -4.954  O101 0.965
106 C -7.618 0.812 -0.654  O107 1.419, H108 1.090, H109 1.094, H110 1.094
107 O -7.230 1.728 -1.665  C106 1.419, H111 0.965
108 H -7.347 -0.195 -0.970  C106 1.090
109 H -7.100 1.049 0.280  C106 1.094
110 H -8.700 0.862 -0.503  C106 1.094
111 H -7.480 2.610 -1.362  O107 0.965

Atomic partial charges in e from the Mulliken method, atoms 1 to 99:
1 C -1.18
2 C 0.71
3 O -0.47
4 P 1.02
5 O -0.76
6 C -0.97
7 C -0.44
8 C 0.88
9 C -1.07
10 N -0.61
11 I 0.11
12 O -0.64
13 C 0.40
14 C -1.14
15 C -0.93
16 C 1.15
17 C -0.77
18 N -0.31
19 C 0.27
20 C -0.15
21 O -0.63
22 C -0.69
23 B 0.43
24 O -0.40
25 O -0.43
26 O -0.42
27 C -0.27
28 C -0.76
29 H 0.35
30 H 0.21
31 H 0.28
32 H 0.38
33 H -0.40
34 H 0.31
35 H 0.42
36 H 0.40
37 H 0.25
38 H -0.15
39 H 0.39
40 H 0.28
41 H 0.35
42 H 0.53
43 H 0.25
44 H 0.37
45 H 0.36
46 H 0.48
47 H -0.18
48 H -0.28
49 H 0.50
50 H 0.17
51 H 0.33
52 H 0.15
53 H -0.14
54 H 0.34
55 H 0.22
56 H 0.13
57 H 0.27
58 H 0.27
59 H 0.32
60 H 0.27
61 H 0.19
62 H 0.16
63 H 0.35
64 C -0.63
65 O -0.30
66 H 0.25
67 H 0.26
68 H 0.28
69 H 0.11
70 C -0.48
71 O -0.41
72 H 0.25
73 H 0.05
74 H 0.32
75 H 0.21
76 C -0.41
77 O -0.54
78 H 0.27
79 H 0.18
80 H 0.24
81 H 0.25
82 C -0.30
83 O -0.53
84 H 0.07
85 H 0.29
86 H 0.20
87 H 0.30
88 C -0.64
89 O -0.41
90 H 0.22
91 H 0.29
92 H 0.28
93 H 0.26
94 C -0.55
95 O -0.46
96 H 0.22
97 H 0.24
98 H 0.25
99 H 0.27

***

6.
Molecular formula: CClN5O2
Method: DFT, ωB97M-V/def2-TZVPD

molar mass	149.5	g mol⁻¹
energy relative to the best compared isomer or geometry (same formula, charge and spin)	122.1	kJ/mol
strongest force on any atom	2.31	eV/Å
net charge	0
E_tot	-922.294866	hartree

Bonds (Å) are listed after each position.
Geometry (Å):
1 C -0.171 2.195 0.357  N2 1.147, N6 1.428
2 N -0.637 3.192 0.032  C1 1.147
3 N -1.616 -2.785 -1.217  N4 1.135
4 N -0.707 -2.130 -1.032  N3 1.135, N5 1.229
5 N 0.042 -1.172 -0.854  N4 1.229, Cl9 1.678
6 N 0.339 1.014 0.979  C1 1.428, O7 1.229, O8 1.227
7 O -0.496 0.286 1.509  N6 1.229
8 O 1.561 0.903 1.006  N6 1.227
9 Cl 1.686 -1.503 -0.780  N5 1.678

The net atomic charges from Mulliken, expressed in e, are:
1 C 0.29
2 N -0.26
3 N -0.41
4 N 0.59
5 N -0.17
6 N 0.80
7 O -0.41
8 O -0.42
9 Cl -0.01

***

7.
Molecular formula: C3H12O4
Method: DFT, ωB97M-V/def2-TZVPD

molar mass	112.1	g mol⁻¹
energy relative to the best compared isomer or geometry (same formula, charge and spin)	69.7	kJ/mol
strongest force on any atom	0.41	eV/Å
SMILES	OCCCO.O.O
net charge	0
E_tot	-422.434920	hartree

Bonds (Å) are listed after each position.
Geometry (Å):
1 O 1.259 1.404 -2.068  C2 1.421, H6 0.963
2 C 1.187 0.529 -0.950  O1 1.421, C3 1.515, H7 1.088, H8 1.096
3 C -0.178 0.536 -0.293  C2 1.515, C4 1.523, H9 1.094, H10 1.096
4 C -0.149 -0.337 0.955  C3 1.523, O5 1.418, H11 1.098, H12 1.100
5 O -1.354 -0.299 1.701  C4 1.418, H13 0.967
6 H 0.544 1.151 -2.661  O1 0.963
7 H 1.919 0.894 -0.234  C2 1.088
8 H 1.460 -0.485 -1.261  C2 1.096
9 H -0.911 0.116 -0.988  C3 1.094
10 H -0.425 1.574 -0.045  C3 1.096
11 H 0.665 -0.013 1.617  C4 1.098
12 H 0.055 -1.370 0.637  C4 1.100
13 H -2.043 0.126 1.173  O5 0.967
14 O 3.343 -1.995 0.385  H15 0.962, H16 0.965
15 H 3.577 -1.107 0.099  O14 0.962
16 H 2.694 -1.874 1.088  O14 0.965
17 O -3.816 0.431 0.189  H18 0.967, H19 0.964
18 H -4.740 0.530 0.458  O17 0.967
19 H -3.726 -0.505 -0.026  O17 0.964

The net atomic charges from Mulliken, expressed in e, are:
1 O -0.54
2 C -0.53
3 C -0.51
4 C -0.24
5 O -0.55
6 H 0.32
7 H 0.26
8 H 0.33
9 H 0.44
10 H 0.31
11 H 0.23
12 H 0.17
13 H 0.35
14 O -0.64
15 H 0.32
16 H 0.32
17 O -0.65
18 H 0.29
19 H 0.34

***

8.
Molecular formula: C4H7NO
Method: DFT, ωB97M-V/def2-TZVPD

molar mass	85.1	g mol⁻¹
energy relative to the best compared isomer or geometry (same formula, charge and spin)	626.8	kJ/mol
strongest force on any atom	4.49	eV/Å
SMILES	C#CN(C)OC
net charge	0
E_tot	-286.392897	hartree

Bonds (Å) are listed after each position.
Geometry (Å):
1 C 3.056 -0.369 0.029  C2 1.184, H7 1.029
2 C 1.881 -0.286 -0.086  C1 1.184, N3 1.314
3 N 0.588 -0.104 -0.234  C2 1.314, C4 1.753, O5 1.437
4 C 0.257 1.525 0.323  N3 1.753, H8 1.083, H9 1.079, H10 1.148
5 O -0.068 -1.050 0.626  N3 1.437, C6 1.456
6 C -1.225 -1.430 -0.172  O5 1.456, H11 0.994, H12 1.129, H13 1.094
7 H 3.974 -0.727 0.327  C1 1.029
8 H 1.172 2.018 0.626  C4 1.083
9 H -0.226 1.996 -0.520  C4 1.079
10 H -0.609 1.549 1.077  C4 1.148
11 H -1.635 -2.139 0.391  C6 0.994
12 H -1.091 -1.921 -1.180  C6 1.129
13 H -1.990 -0.668 -0.349  C6 1.094

The net atomic charges from Mulliken, expressed in e, are:
1 C -0.56
2 C 0.11
3 N -0.20
4 C -0.68
5 O -0.20
6 C -0.62
7 H 0.44
8 H 0.32
9 H 0.29
10 H 0.25
11 H 0.36
12 H 0.25
13 H 0.25